Entry 1:
42
Properties=species:S:1:pos:R:3:forces:R:3:lowdin_spin:R:1 method="wB97M-V/def2-TZVPD" total_charge=+1 mol_weight_g_mol=228.29 homo_lumo_gap_ha="0.3944 / 0.1928" energy_ha=-843.001434 homo_energy_ha="-0.51716 / -0.51437" lumo_energy_ev="-3.34 / -8.75" de_lowest_kj_mol=419.1 multiplicity=2
C 2.7232 -0.7689 -0.3502 -1.104 2.564 -1.181 0.057
N 1.2970 -1.2319 -0.1461 3.092 1.989 3.521 0.505
C 0.5823 0.3384 3.2810 -2.306 -2.046 -1.295 0.017
C 1.2916 -0.3478 2.1416 -3.497 -1.966 0.375 0.080
C 0.5848 -0.3272 0.7767 -2.273 -0.815 -2.970 0.086
C 0.4404 1.1746 0.3243 -1.619 -1.211 -2.872 0.023
N -0.9512 1.4780 -0.0015 2.039 1.404 2.846 0.110
H 3.2927 -0.6308 0.5691 -0.316 -0.620 0.388 0.029
H 3.1958 -1.4376 -0.9903 0.968 -1.215 -1.012 0.000
H 2.8410 0.3000 -0.8140 -0.796 -1.925 0.474 0.008
H 1.3413 -2.1801 0.2989 -0.817 0.400 -1.245 0.018
H -0.4139 -0.1796 3.3190 0.578 0.796 0.398 0.001
H 1.1145 0.0267 4.1285 0.667 -0.010 1.525 0.007
H 0.4298 1.3912 3.2399 0.192 0.783 -0.144 0.000
H 1.3374 -1.4183 2.2743 0.071 -0.436 1.072 0.000
H 2.2361 -0.0522 2.0853 4.030 1.648 -0.766 0.003
H -0.5008 -0.8128 0.6989 2.087 1.130 1.183 0.008
H 0.9891 1.4973 -0.5892 -0.037 -1.118 1.093 0.004
H 0.7845 1.7553 1.0937 0.654 1.656 1.849 -0.001
H -1.2606 0.9616 -0.7539 -1.563 -0.958 -1.463 0.003
H -1.5358 1.5386 0.8345 -0.358 -0.533 -0.701 0.002
H -2.3580 -3.3092 0.4867 0.387 0.497 0.513 0.000
H -1.8870 -2.0751 1.3234 -1.538 1.451 1.677 0.000
O -1.6172 -2.7210 0.7223 1.209 -2.235 -2.208 0.000
H 1.6882 2.2227 -1.5769 1.911 1.807 0.417 0.000
H 1.2783 1.6698 -2.6430 3.235 1.540 -1.718 0.000
O 2.1639 2.2536 -2.4373 -4.772 -2.921 0.674 0.001
H -1.0385 3.4508 0.5771 -0.265 1.101 -0.007 0.001
H -0.1138 4.6467 0.6109 -0.428 0.283 0.133 0.000
O -1.0287 4.4031 0.8299 0.725 -1.140 -0.257 0.003
H -4.0876 -0.9365 1.6547 2.016 0.992 -0.987 0.000
H -3.1894 -0.7920 0.3191 -0.620 0.448 1.383 0.000
O -3.2069 -0.5616 1.2994 -1.595 -1.126 -0.510 0.000
H 0.4099 -0.6979 -4.3090 2.178 -0.329 0.083 0.000
H 1.1474 -0.8848 -3.0841 0.028 -0.034 3.046 0.000
O 1.3573 -0.8393 -3.9678 -1.724 0.623 -3.590 0.001
H -0.3752 -0.4122 -1.5944 -0.298 -2.650 -1.584 0.001
H 0.0108 -1.7947 -2.2365 4.399 -3.800 -0.330 0.002
O -0.6579 -1.2316 -2.1471 -3.908 6.097 2.027 0.029
H -2.5882 -0.4913 -2.1229 -2.218 -1.798 0.414 0.000
H -2.5123 -1.7512 -1.3626 -0.127 -0.600 -0.107 0.000
O -3.2143 -1.2229 -1.7625 1.714 2.279 -0.143 0.001

=====

Entry 2:
175
Properties=species:S:1:pos:R:3:forces:R:3:mulliken_charge:R:1 method="wB97M-V/def2-TZVPD" total_charge=+1 mol_weight_g_mol=939.50 homo_lumo_gap_ha=0.1100 energy_ha=-3285.381331 homo_energy_ha=-0.29016 lumo_energy_ev=-4.90 multiplicity=1
C 6.8934 0.9902 0.8883 0.994 -0.226 -0.046 -0.027
C 6.0784 0.1163 0.6849 -0.286 -0.931 -1.770 -1.460
C 5.1519 -1.0403 0.1143 1.831 1.458 1.814 1.344
S 3.6522 -1.0289 1.2376 -0.419 0.004 0.048 0.012
C 5.9137 -2.3825 0.4204 -1.677 -1.713 1.758 -1.341
N 6.5637 -3.0233 -0.7697 1.347 3.915 -1.622 0.293
C 6.9013 -2.0021 -1.6989 -0.762 -0.777 -0.223 -0.326
N 8.1994 -1.9065 -2.1353 0.233 -0.433 -0.482 -0.345
N 5.9785 -1.0792 -2.2700 0.589 -2.680 4.144 0.715
O 5.6646 -1.3855 -3.5785 0.923 -0.153 -1.238 -0.433
C 4.7675 -0.8216 -1.4243 -1.872 2.247 0.641 0.544
C 3.4666 -1.6147 -1.8806 -0.323 -1.250 0.204 -0.614
C 3.5389 -3.1973 -1.7061 0.396 0.175 -1.101 0.178
C 2.3081 -3.8264 -2.4924 -0.216 0.156 0.594 -0.865
C 1.6866 -5.1288 -1.8332 -0.794 0.368 -1.080 -0.076
C 0.5074 -5.6140 -2.8561 0.632 0.344 0.312 -0.425
C -0.8692 -4.8422 -2.6421 -0.155 -0.897 -0.374 -0.465
C -1.8486 -5.4835 -1.5603 -0.715 0.964 0.096 -0.700
C -1.4868 -5.1571 -0.0463 0.162 -0.263 -0.289 -0.755
C -1.4367 -3.5999 0.2721 -0.408 -0.188 0.371 0.422
C -2.8811 -2.9374 0.3905 0.573 0.848 0.784 -0.829
C -2.7148 -1.3478 0.5371 -0.596 -0.383 0.865 0.232
C -1.9859 -0.9246 1.8975 -0.221 0.670 -0.643 -0.683
C 4.5020 0.7717 -1.5447 -0.265 0.773 -0.865 -1.398
C 3.6310 1.1893 -2.8101 0.422 0.008 -0.118 -1.507
C 2.0658 1.2850 -2.5456 -0.160 0.225 -1.414 1.623
C 1.3463 0.7625 -3.8896 0.561 -0.292 0.480 -1.279
C 1.5687 2.7759 -2.2959 1.191 0.165 0.965 -1.109
C 0.2517 2.8902 -1.4009 -0.163 -0.698 -2.378 -0.093
C -0.6979 1.6286 -1.4286 -0.097 0.039 -0.283 -0.098
C -2.0585 1.6607 -1.8267 -0.307 0.697 0.053 0.254
C -3.2238 1.6043 -0.7326 0.639 -2.415 -0.775 -0.662
C -2.5207 1.7393 -3.3463 -0.566 1.515 1.304 -0.957
H 7.7944 1.6470 1.0065 -1.742 -0.842 0.057 0.428
H 3.9593 -0.2445 2.3457 0.456 -0.510 -1.280 0.290
H 6.7008 -2.2879 1.2351 -0.940 0.279 -1.125 0.485
H 5.1522 -3.1204 0.8354 0.998 0.914 -0.636 0.395
H 7.4262 -3.5062 -0.4956 -0.385 0.266 -0.044 0.227
H 8.6351 -2.5772 -2.7700 -0.035 0.246 0.648 0.264
H 8.7162 -1.0648 -1.8565 -0.589 -0.338 -0.841 0.238
H 5.9192 -2.3191 -3.7476 -0.470 0.587 0.085 0.401
H 2.5288 -1.2975 -1.3180 1.505 0.007 -0.485 0.371
H 3.2086 -1.4451 -2.9758 0.681 0.075 1.451 0.215
H 3.6202 -3.5308 -0.6283 -0.431 0.420 -1.142 0.043
H 4.4884 -3.5627 -2.2199 -1.075 0.263 0.693 0.019
H 2.5841 -3.9886 -3.5864 -0.207 0.051 1.417 0.322
H 1.4663 -3.0546 -2.5127 1.024 -0.881 0.035 0.104
H 2.4434 -5.9611 -1.6927 -0.782 1.063 -0.083 0.163
H 1.2413 -4.8027 -0.8370 0.638 -0.668 -1.133 0.114
H 0.4002 -6.7598 -2.8527 -0.047 1.765 0.096 0.075
H 0.8884 -5.3088 -3.8876 -0.496 -0.643 1.177 0.365
H -0.6827 -3.7345 -2.4560 -0.242 -1.418 -0.086 -0.041
H -1.4198 -4.8991 -3.6334 0.600 0.131 1.098 0.444
H -2.8733 -5.0094 -1.7378 1.220 -0.612 0.125 0.284
H -2.0137 -6.5965 -1.7414 0.539 1.360 0.262 0.351
H -0.5018 -5.6629 0.1912 -0.946 0.678 -0.134 0.309
H -2.2519 -5.6478 0.6433 0.869 0.666 -0.892 0.392
H -0.8527 -2.9918 -0.4880 -0.565 -0.903 0.684 -0.284
H -0.8852 -3.4527 1.2584 -0.762 -0.188 -1.179 0.071
H -3.5774 -3.1943 -0.4579 0.922 0.258 0.663 0.288
H -3.4040 -3.2765 1.3456 0.717 0.184 -1.155 0.310
H -3.7592 -0.8960 0.6176 1.299 -0.600 -0.311 0.393
H -2.2017 -0.8798 -0.3585 -0.471 -0.738 0.983 -0.381
H -0.9589 -1.3753 2.0069 -1.133 0.309 0.028 0.054
H -1.8304 0.2040 1.8697 -0.159 -1.299 0.054 0.165
H -2.6450 -1.1231 2.7980 0.944 -0.042 -1.042 0.273
H 3.9848 1.1897 -0.6305 0.549 -0.795 -0.797 0.414
H 5.4844 1.3416 -1.6360 -1.060 -1.134 0.299 0.381
H 3.8409 0.4467 -3.6479 -0.276 1.023 0.969 0.509
H 4.0404 2.1856 -3.1766 -0.654 -1.112 0.422 0.416
H 1.8220 0.6526 -1.6456 0.099 0.595 -0.989 -0.269
H 1.8945 -0.1470 -4.2823 -0.686 0.816 0.418 0.436
H 0.2702 0.4721 -3.7199 1.063 0.600 -0.284 0.017
H 1.4634 1.5631 -4.6902 -0.393 -0.970 1.026 0.337
H 1.4984 3.3223 -3.2899 -0.141 -0.736 1.167 0.351
H 2.4142 3.2967 -1.7251 -1.003 -0.457 -0.711 0.269
H -0.3675 3.7697 -1.7610 0.857 -0.943 0.612 0.048
H 0.5472 3.0859 -0.3250 -0.518 -0.420 -1.133 0.387
H -0.2673 0.6114 -1.1470 -0.877 1.597 1.576 0.196
H -2.7964 1.7708 0.2998 -0.523 -0.121 -1.261 -0.088
H -3.6498 0.5455 -0.7682 -0.065 1.631 0.246 0.162
H -4.0523 2.3388 -0.9597 1.147 -0.703 0.009 0.363
H -1.8983 2.4584 -3.9525 -0.371 -1.032 0.435 0.271
H -2.4949 0.6746 -3.7287 0.296 1.226 0.312 0.226
H -3.5966 2.0827 -3.4255 1.139 -0.352 0.022 0.216
C 0.3705 -3.2547 5.5427 0.062 -0.064 -0.050 -0.836
C 1.5423 -3.2235 4.5868 -0.101 0.306 0.218 -0.546
O 1.4702 -2.0658 3.7563 0.235 0.072 -0.321 -0.361
H -0.5722 -3.2584 4.9923 0.048 -0.041 -0.052 0.256
H 0.4113 -4.1390 6.1802 0.120 0.108 -0.031 0.348
H 0.3655 -2.3650 6.1758 0.020 -0.072 0.119 0.317
H 1.5324 -4.1028 3.9401 0.041 0.180 -0.123 0.317
H 2.4918 -3.2070 5.1327 -0.005 -0.185 0.039 0.286
H 1.4882 -1.2919 4.3322 -0.140 -0.121 -0.046 0.223
C 10.1638 -5.6648 0.1033 0.022 -0.151 0.041 -0.914
C 10.3859 -5.7288 -1.3950 -0.107 0.309 0.280 -0.169
O 9.1369 -5.6746 -2.0830 -0.128 -0.073 -0.281 -0.483
H 9.5309 -6.4918 0.4322 0.099 -0.006 -0.048 0.260
H 11.1124 -5.7117 0.6412 -0.078 0.064 0.037 0.350
H 9.6487 -4.7382 0.3795 0.129 0.085 0.023 0.224
H 10.8792 -6.6616 -1.6687 -0.178 0.056 -0.130 0.297
H 11.0106 -4.8958 -1.7327 0.167 -0.100 0.051 0.235
H 8.7099 -4.8452 -1.8448 0.082 -0.150 0.028 0.172
C -2.1121 8.0226 -1.1015 -0.137 0.129 -0.048 -0.891
C -1.8417 6.5702 -0.7646 0.289 0.380 -0.012 -0.100
O -0.7127 6.0929 -1.4939 0.006 -0.188 -0.078 -0.457
H -2.2957 8.1396 -2.1712 0.041 -0.097 0.060 0.185
H -2.9786 8.3948 -0.5518 0.133 -0.054 -0.174 0.167
H -1.2453 8.6449 -0.8569 -0.008 -0.029 0.081 0.501
H -2.6998 5.9506 -1.0304 0.160 -0.092 -0.057 0.234
H -1.6451 6.4481 0.3055 -0.203 0.010 0.062 0.191
H 0.0439 6.6377 -1.2477 -0.100 -0.059 -0.065 0.253
C -5.3633 10.5701 1.6886 -0.097 0.055 -0.037 -1.125
C -5.0853 9.1170 2.0209 0.220 0.337 0.063 -0.195
O -3.9546 8.6496 1.2890 -0.111 -0.188 0.129 -0.496
H -5.5478 10.6896 0.6186 -0.057 -0.061 0.065 0.233
H -6.2317 10.9373 2.2393 0.060 0.042 -0.020 0.371
H -4.5007 11.1952 1.9356 -0.065 -0.006 0.103 0.363
H -5.9396 8.4938 1.7530 0.175 -0.090 -0.054 0.285
H -4.8884 8.9924 3.0904 -0.184 0.004 0.041 0.227
H -3.2005 9.1985 1.5369 -0.090 -0.067 -0.028 0.257
C -1.4932 1.3814 5.6727 0.084 0.119 0.034 -0.869
C -2.8555 0.9692 5.1499 0.179 -0.202 0.233 0.027
O -2.9694 -0.4507 5.1388 -0.059 -0.263 0.177 -0.465
H -0.7004 0.9566 5.0512 -0.087 0.057 -0.067 0.063
H -1.3908 2.4684 5.6804 0.026 -0.051 0.001 0.281
H -1.3389 1.0060 6.6887 -0.055 0.072 0.021 0.390
H -2.9960 1.3264 4.1313 -0.056 -0.171 0.096 0.101
H -3.6550 1.3822 5.7740 0.024 0.192 -0.087 0.238
H -2.8528 -0.7617 6.0495 -0.036 0.037 -0.313 0.261
C -4.5965 5.4086 4.0080 -0.108 0.039 0.056 -1.021
C -3.2119 4.8920 4.3472 -0.170 0.066 -0.406 -0.288
O -2.9692 3.6549 3.6842 0.133 -0.038 0.046 -0.313
H -5.3583 4.6831 4.3017 0.074 0.041 0.075 0.304
H -4.7959 6.3545 4.5163 -0.030 -0.009 -0.060 0.327
H -4.6991 5.5607 2.9299 0.066 0.118 0.038 0.282
H -3.1204 4.7209 5.4212 0.074 -0.151 -0.095 0.299
H -2.4427 5.6103 4.0450 -0.034 0.120 0.149 0.258
H -3.0422 3.8139 2.7354 0.004 -0.035 0.107 0.173
C -7.3340 4.6662 -3.9104 -0.249 -0.238 0.230 -1.145
C -5.9422 4.0983 -3.7213 -0.277 0.103 -0.403 0.047
O -5.7878 2.9006 -4.4775 0.191 -0.196 0.099 -0.551
H -8.0894 3.9400 -3.5989 0.137 -0.055 0.067 0.383
H -7.4627 5.5790 -3.3313 -0.027 -0.068 -0.115 0.242
H -7.5206 4.8893 -4.9630 0.071 0.162 0.088 0.365
H -5.7668 3.8569 -2.6710 0.072 -0.154 -0.101 0.218
H -5.1806 4.8174 -4.0425 -0.011 0.130 0.161 0.137
H -5.9342 3.1211 -5.4048 -0.008 -0.044 0.125 0.305
C -3.1336 -4.9592 7.9644 -0.076 -0.057 -0.034 -1.111
C -1.7331 -4.3959 7.8240 -0.409 -0.002 0.471 0.046
O -1.6754 -3.0757 8.3625 0.162 0.142 -0.197 -0.496
H -3.8554 -4.3229 7.4477 0.089 -0.049 -0.051 0.273
H -3.1921 -5.9676 7.5497 -0.047 0.014 0.053 0.321
H -3.4334 -4.9939 9.0156 0.052 -0.110 -0.027 0.337
H -1.4480 -4.3432 6.7766 -0.118 0.129 0.163 0.082
H -1.0048 -5.0223 8.3493 0.016 -0.139 -0.117 0.282
H -1.9208 -3.1281 9.2935 0.028 0.023 -0.118 0.268
C 3.0228 -10.4522 -1.8463 0.145 -0.027 -0.009 -1.199
C 2.2841 -9.1356 -1.9886 -0.161 -0.373 0.169 -0.008
O 1.1435 -9.2935 -2.8191 -0.112 0.176 -0.176 -0.534
H 3.3362 -10.8229 -2.8245 0.020 0.096 0.043 0.297
H 3.9054 -10.3386 -1.2128 -0.035 -0.070 0.002 0.341
H 2.3728 -11.2149 -1.4091 0.049 0.064 0.094 0.351
H 2.9298 -8.3829 -2.4447 -0.164 0.006 -0.089 0.230
H 1.9562 -8.7639 -1.0116 0.202 0.074 0.075 0.237
H 0.5722 -9.9519 -2.4060 0.042 0.083 -0.103 0.298
C -5.0829 8.3165 -3.2774 0.100 -0.017 0.023 -0.734
C -5.5867 8.0390 -4.6802 -0.274 0.255 0.291 -0.517
O -6.8695 7.4220 -4.6303 0.082 0.136 -0.219 -0.466
H -5.0188 7.3894 -2.7023 0.067 0.013 -0.076 0.206
H -4.0973 8.7841 -3.3029 -0.074 0.028 0.052 0.238
H -5.7716 8.9764 -2.7423 0.071 0.075 -0.057 0.354
H -4.9081 7.3627 -5.2029 -0.185 -0.053 -0.032 0.302
H -5.6639 8.9655 -5.2581 0.216 0.004 -0.032 0.340
H -7.4668 8.0283 -4.1758 0.055 -0.065 -0.101 0.277

=====

Entry 3:
68
Properties=species:S:1:pos:R:3:forces:R:3:mulliken_charge:R:1 method="wB97M-V/def2-TZVPD" mol_weight_g_mol=505.57 homo_lumo_gap_ha=0.3000 energy_ha=-1701.291140 homo_energy_ha=-0.28442 lumo_energy_ev=0.42 smiles="CCCN1C(=O)c2cc(C(=O)Nc3ccc(OC)cc3OC)ccc2[C@H]1Nc1ccc(OC)cc1OC" de_lowest_kj_mol=91.2 multiplicity=1
C 3.5431 -3.4080 0.8436 -0.198 -0.008 -0.133 -1.487
C 2.1733 -3.0706 0.2714 0.085 0.181 0.176 0.176
H 2.2372 -3.0208 -0.8166 -0.056 -0.032 -0.078 0.056
H 1.4544 -3.8494 0.5327 -0.066 0.003 -0.055 0.347
C 1.6727 -1.7292 0.8115 0.132 -0.232 0.046 -1.021
N 0.4176 -1.3278 0.2280 0.005 0.035 -0.172 0.321
C -0.7662 -1.3922 0.8995 0.123 0.009 0.149 0.479
O -0.9009 -1.7085 2.0632 -0.190 -0.117 0.188 -0.759
C -1.8032 -0.9601 -0.0683 -0.101 0.153 -0.566 -0.163
C -3.1679 -0.8245 0.1028 0.073 -0.066 -0.121 -0.394
C -3.9078 -0.3139 -0.9605 0.278 -0.330 -0.130 0.885
C -3.2862 -0.0151 -2.1724 -0.075 -0.031 0.037 -1.034
C -1.9205 -0.1765 -2.3455 0.033 0.005 0.033 -0.770
C -1.1855 -0.6457 -1.2769 -0.223 -0.130 0.531 0.766
C 0.2924 -0.8907 -1.1625 0.118 -0.221 0.017 -0.546
N 1.0456 0.2981 -1.4670 -0.318 0.215 -0.250 -0.012
C 2.4381 0.2830 -1.6045 0.283 0.067 -0.049 -0.205
C 3.1893 1.2902 -1.0151 -0.171 -0.306 -0.173 -0.714
C 4.5649 1.3804 -1.1591 0.397 0.010 -0.059 -1.133
C 5.2275 0.4233 -1.9077 -0.119 0.003 0.018 0.285
C 4.4915 -0.5918 -2.5213 0.132 -0.031 -0.012 -0.315
C 3.1175 -0.6667 -2.3978 0.024 0.046 0.064 1.477
O 2.3612 -1.6290 -3.0153 -0.021 0.481 0.246 -0.379
C 3.0038 -2.5482 -3.8658 0.092 -0.191 -0.159 -1.047
H 2.2100 -3.1761 -4.2685 0.099 0.015 0.004 0.267
H 3.5173 -2.0418 -4.6880 -0.002 -0.010 0.036 0.369
H 3.7174 -3.1733 -3.3193 -0.018 0.039 -0.016 0.394
H 5.0440 -1.3068 -3.1069 0.026 -0.124 -0.095 0.489
O 6.5760 0.3735 -2.1193 -0.262 -0.216 -0.119 -0.442
C 7.3751 1.3755 -1.5413 0.113 0.153 0.094 -0.881
H 8.3973 1.1457 -1.8378 -0.053 0.062 0.050 0.257
H 7.1057 2.3695 -1.9135 0.001 -0.031 0.024 0.341
H 7.3052 1.3661 -0.4486 -0.009 0.010 -0.039 0.341
H 5.0897 2.1895 -0.6786 0.092 0.062 0.035 0.408
H 2.6785 2.0357 -0.4213 -0.074 0.042 0.073 0.387
H 0.7403 1.0857 -0.9066 -0.026 -0.105 -0.076 0.105
H 0.6228 -1.6815 -1.8433 -0.120 0.161 0.182 0.216
H -1.4424 0.0610 -3.2830 0.036 0.056 -0.122 0.570
H -3.9008 0.3530 -2.9799 -0.067 0.015 -0.078 0.475
C -5.3826 -0.1055 -0.8832 -0.058 -0.094 -0.062 -0.160
O -6.1221 -0.3823 -1.8089 0.040 0.003 -0.190 -0.681
N -5.8930 0.3941 0.2734 -0.570 0.104 0.157 -0.038
C -5.2482 0.8534 1.4355 0.354 0.257 0.166 -0.251
C -5.7536 0.4800 2.6752 0.277 0.115 -0.142 -0.382
C -5.1524 0.8847 3.8467 0.170 0.176 0.153 -0.853
C -4.0093 1.6795 3.7994 -0.258 -0.161 -0.126 0.393
C -3.5128 2.0919 2.5667 0.272 0.150 0.092 -0.227
C -4.1341 1.7059 1.3856 -0.371 -0.052 -0.091 0.826
O -3.7367 2.1217 0.1483 -0.452 -0.063 0.434 -0.419
C -2.5052 2.7843 0.0195 0.228 0.140 -0.053 -1.088
H -2.5285 3.7778 0.4801 0.014 -0.053 -0.004 0.415
H -2.3402 2.8890 -1.0519 0.036 0.020 0.063 0.284
H -1.6905 2.1959 0.4547 -0.017 0.002 0.011 0.342
H -2.6481 2.7319 2.5228 0.094 0.062 -0.011 0.516
O -3.4650 2.0136 4.9986 -0.241 -0.151 -0.045 -0.478
C -2.2588 2.7369 5.0199 0.191 0.117 0.001 -0.765
H -2.3798 3.7378 4.5918 0.007 -0.047 0.002 0.310
H -1.4633 2.2038 4.4896 -0.028 0.020 0.003 0.299
H -1.9903 2.8290 6.0711 0.025 0.024 -0.092 0.239
H -5.5392 0.5873 4.8068 -0.052 -0.048 0.127 0.442
H -6.6271 -0.1537 2.7105 -0.072 -0.108 -0.013 0.442
H -6.9059 0.4016 0.2983 0.175 -0.011 -0.158 0.280
H -3.6252 -1.1071 1.0382 -0.036 0.004 0.111 0.632
H 1.5014 -1.8038 1.8891 0.071 0.062 -0.090 0.621
H 2.4247 -0.9549 0.6231 -0.065 -0.073 0.107 0.092
H 3.8865 -4.3693 0.4694 0.108 -0.075 0.015 0.414
H 3.5017 -3.4571 1.9292 0.059 -0.020 0.135 0.399
H 4.2694 -2.6482 0.5602 0.127 0.059 -0.002 0.286